Record 1
{
  "formula": "C4H5NO",
  "method": "ωB97M-V/def2-TZVPD",
  "elements": ["C", "C", "C", "C", "N", "O", "H", "H", "H", "H", "H"],
  "positions_angstrom": [[1.02333, 0.06597, -0.28651], [0.43825, -1.17295, 0.22236], [-0.55054, 0.52069, 0.42790], [-1.70461, 0.44163, -0.21719], [1.90215, 0.89011, -0.46358], [-0.11536, -1.98055, -0.53710], [2.86966, 0.58954, -0.55996], [0.82850, -1.43321, 1.22586], [-0.32793, 1.27605, 1.17213], [-1.88596, -0.38589, -0.89033], [-2.47749, 1.18859, -0.09358]],
  "forces_ev_per_angstrom": [[-2.1656, -1.3916, 2.7315], [2.1108, -1.6086, -2.5503], [1.1718, 1.6198, -0.8138], [0.2356, -0.1771, -0.0535], [0.0794, 1.2127, -0.0938], [-0.2100, 0.3831, 0.9209], [-0.2619, -0.3909, -0.3579], [-0.7379, 0.4078, 0.1451], [-0.0919, 0.1166, 0.0134], [0.0421, 0.0018, -0.2476], [-0.1723, -0.1735, 0.3062]],
  "orbital_gap_ev": 8.75,
  "charge": 0,
  "total_energy_ha": -285.258809,
  "homo_energy_ev": -8.8,
  "e_above_lowest_ev": 4.239,
  "fmax_ha_per_bohr": 0.0730
}



Record 2
{
  "formula": "C4H5NO",
  "method": "ωB97M-V/def2-TZVPD",
  "elements": ["C", "C", "C", "O", "C", "N", "H", "H", "H", "H", "H"],
  "positions_angstrom": [[1.55887, 0.46667, -0.22501], [0.10306, 0.23431, 0.04728], [0.00468, -1.08589, 0.28585], [-1.84967, -1.05770, 0.34798], [-2.02066, 0.21337, 0.28056], [-0.99290, 1.02803, 0.06361], [1.99341, -0.52447, -0.01217], [2.06469, 1.11926, 0.48090], [1.74049, 0.73925, -1.26911], [0.40869, -1.80917, -0.42880], [-3.01067, 0.67634, 0.42891]],
  "forces_ev_per_angstrom": [[0.3249, 0.0706, 0.1107], [0.4767, -0.5038, 0.0011], [-3.8266, -0.0770, -0.5276], [2.3418, 0.0907, -0.1242], [0.6817, 0.2696, -0.0667], [0.0046, 0.0887, 0.2293], [0.3880, 0.4340, -0.4119], [-0.1852, 0.4237, -0.1382], [0.0246, 0.1776, 0.2743], [-0.5933, -0.3568, 0.7124], [0.3628, -0.6172, -0.0592]],
  "orbital_gap_ev": 10.25,
  "charge": 0,
  "total_energy_ha": -285.312652,
  "homo_energy_ev": -9.6,
  "e_above_lowest_ev": 2.774,
  "fmax_ha_per_bohr": 0.0751
}



Record 3
{
  "formula": "C4H5NO",
  "method": "ωB97M-V/def2-TZVPD",
  "elements": ["C", "C", "C", "C", "N", "O", "H", "H", "H", "H", "H"],
  "positions_angstrom": [[-1.52398, -2.00571, 0.08515], [-1.01069, -0.93640, -0.13068], [-0.58037, 0.39804, -0.56220], [0.76679, 1.00953, -0.16190], [1.55319, 0.37947, 0.75032], [1.09753, 2.04716, -0.70291], [-1.99640, -2.94967, 0.26028], [-1.33963, 1.12863, -0.25759], [-0.56902, 0.40850, -1.65530], [2.39596, 0.86471, 1.01807], [1.20661, -0.34427, 1.35674]],
  "forces_ev_per_angstrom": [[0.2966, 0.4354, -0.0051], [-0.2270, -0.4103, 0.0668], [-0.0789, -0.0130, 0.0199], [0.0280, 0.1048, -0.0803], [-0.1520, 0.0281, 0.0033], [0.0209, -0.2381, 0.1351], [0.1929, 0.2102, 0.0245], [0.1323, -0.0863, -0.0636], [-0.0228, 0.0720, 0.0772], [-0.1113, -0.0429, 0.0015], [-0.0787, -0.0600, -0.1792]],
  "orbital_gap_ev": 10.72,
  "charge": 0,
  "total_energy_ha": -285.366942,
  "homo_energy_ev": -9.9,
  "e_above_lowest_ev": 1.296,
  "fmax_ha_per_bohr": 0.0102,
  "smiles": "C#CCC(N)=O"
}



Record 4
{
  "formula": "C4H5NO",
  "method": "ωB97M-V/def2-TZVPD",
  "elements": ["C", "C", "C", "O", "C", "N", "H", "H", "H", "H", "H"],
  "positions_angstrom": [[-1.43163, 0.22604, 1.99615], [-0.43116, 0.10683, 1.12505], [2.71878, -0.25617, -1.11488], [2.30345, -0.94749, -0.31268], [-0.41699, 0.80289, -0.13325], [-0.37810, 1.34968, -1.15409], [-2.29164, 0.85846, 1.79807], [0.43972, -0.96639, -3.42276], [-1.40939, -0.31485, 2.93687], [0.42927, -0.52803, 1.31779], [0.46768, -0.33096, -3.03627]],
  "forces_ev_per_angstrom": [[0.1180, -0.0093, -0.1080], [-0.1456, -0.0174, 0.1680], [-0.4559, -0.8406, 0.9605], [0.5337, 0.8310, -0.9833], [0.0011, 0.4953, -0.8805], [-0.0362, -0.5261, 1.0375], [0.1386, -0.0813, 0.0025], [0.0222, 0.0403, 0.0201], [0.0116, 0.0712, -0.1437], [-0.1505, 0.0996, -0.0118], [-0.0370, -0.0628, -0.0614]],
  "orbital_gap_ev": 11.02,
  "charge": 0,
  "total_energy_ha": -285.332436,
  "homo_energy_ev": -10.7,
  "e_above_lowest_ev": 2.235,
  "fmax_ha_per_bohr": 0.0271
}



Record 5
{
  "formula": "C4H5NO",
  "method": "ωB97M-V/def2-TZVPD",
  "elements": ["O", "C", "N", "C", "C", "C", "H", "H", "H", "H", "H"],
  "positions_angstrom": [[2.24223, -0.78285, -0.36219], [1.34611, -0.09398, -0.06456], [-0.24567, -1.24216, -0.21513], [-1.49906, -1.04664, -0.32498], [-0.33866, 1.61828, 0.33361], [0.96867, 1.19910, 0.36286], [0.04313, -2.22222, -0.28078], [-1.82841, -0.00885, -0.24991], [-2.20162, -1.87520, -0.47689], [-0.35197, 2.68174, 0.63949], [1.86525, 1.77279, 0.63848]],
  "forces_ev_per_angstrom": [[-0.8445, 0.4890, 0.3051], [0.4920, -0.6863, -0.2084], [-0.2612, 0.1026, -0.0697], [0.3052, 0.0780, 0.0268], [0.3986, 0.1394, 0.1343], [-0.3266, -0.0064, -0.0232], [0.1185, 0.2584, -0.0169], [0.0276, -0.1408, -0.0097], [0.2468, 0.0903, 0.0526], [-0.0018, -0.1921, -0.0586], [-0.1546, -0.1320, -0.1324]],
  "orbital_gap_ev": 7.96,
  "charge": 0,
  "total_energy_ha": -285.246025,
  "homo_energy_ev": -7.8,
  "e_above_lowest_ev": 4.587,
  "fmax_ha_per_bohr": 0.0199
}



Record 6
{
  "formula": "C4H5NO",
  "method": "ωB97M-V/def2-TZVPD",
  "elements": ["N", "C", "C", "O", "C", "C", "H", "H", "H", "H", "H"],
  "positions_angstrom": [[1.45467, 1.50014, 1.80932], [0.68744, 0.92237, 1.16311], [-0.11031, -0.00934, 0.39285], [-0.72736, -1.00421, 1.16317], [-0.77515, 0.25621, -0.92663], [0.57549, -0.39626, -0.89818], [-0.68359, -0.76193, 2.09687], [-1.61006, -0.42395, -1.08059], [-0.90232, 1.25199, -1.33728], [0.68815, -1.45689, -1.09154], [1.42437, 0.23074, -1.16651]],
  "forces_ev_per_angstrom": [[-0.8453, -0.2826, -0.5371], [0.5372, 0.5092, 0.5268], [0.2101, 0.0614, -0.1167], [0.1325, -0.1509, 0.1878], [-0.1064, 0.1109, -0.0558], [0.1426, -0.1799, -0.0079], [0.0230, -0.0625, -0.1965], [0.0944, 0.2435, 0.0602], [0.1232, -0.0990, 0.1497], [-0.1549, 0.1140, -0.0709], [-0.1564, -0.2641, 0.0605]],
  "orbital_gap_ev": 10.90,
  "charge": 0,
  "total_energy_ha": -285.354557,
  "homo_energy_ev": -10.1,
  "e_above_lowest_ev": 1.633,
  "fmax_ha_per_bohr": 0.0202,
  "smiles": "N#CC1(O)CC1"
}



Record 7
{
  "formula": "C4H5NO",
  "method": "ωB97M-V/def2-TZVPD",
  "elements": ["C", "C", "C", "C", "N", "O", "H", "H", "H", "H", "H"],
  "positions_angstrom": [[1.86300, 1.04373, -0.36788], [0.73037, 0.44303, -0.14614], [-0.29253, -0.34940, 0.07919], [-1.74575, -0.00562, 0.24751], [-0.02189, -1.79251, 0.19011], [1.12661, -2.12121, 0.04790], [2.48822, 1.38569, 0.45327], [2.22344, 1.20280, -1.38134], [-2.27569, -0.91692, 0.54238], [-1.90564, 0.75238, 1.01951], [-2.19013, 0.35803, -0.68451]],
  "forces_ev_per_angstrom": [[-0.2119, -0.0985, 0.0402], [0.1238, -0.0685, -0.0101], [0.0873, 0.1965, -0.0280], [-0.0564, 0.0243, 0.0005], [0.6033, -0.0643, -0.0886], [-0.5589, 0.0082, 0.0812], [-0.1275, -0.0067, -0.0812], [-0.0955, 0.0103, 0.1159], [0.0660, 0.1497, -0.0374], [0.0727, -0.1016, -0.1214], [0.0972, -0.0494, 0.1288]],
  "orbital_gap_ev": 8.64,
  "charge": 0,
  "total_energy_ha": -285.264888,
  "homo_energy_ev": -9.1,
  "e_above_lowest_ev": 4.073,
  "fmax_ha_per_bohr": 0.0119,
  "smiles": "C=C=C(C)N=O"
}



Record 8
{
  "formula": "C4H5NO",
  "method": "ωB97M-V/def2-TZVPD",
  "elements": ["C", "C", "C", "C", "N", "O", "H", "H", "H", "H", "H"],
  "positions_angstrom": [[-1.76133, -1.55555, 0.62355], [-1.21093, -0.58756, 0.15801], [-0.61423, 0.58892, -0.48185], [0.87127, 0.86590, -0.32826], [1.62295, -0.08040, 0.29314], [1.31737, 1.83370, -0.91644], [-2.22935, -2.42455, 1.02955], [-1.13759, 1.48565, -0.13078], [-0.65694, 0.45768, -1.55142], [2.61207, 0.10721, 0.31896], [1.20720, -0.68845, 0.97995]],
  "forces_ev_per_angstrom": [[0.4776, 0.5792, -0.2300], [-0.2220, -0.6380, 0.2685], [-0.1253, -0.1641, 0.8606], [0.1338, -0.0758, -0.4108], [0.0244, 0.4469, -0.0138], [0.2034, -0.3240, 0.4571], [0.0477, 0.1514, -0.0376], [0.0179, -0.0970, -0.5019], [-0.5916, 0.2620, -0.4497], [0.0005, -0.0709, 0.2174], [0.0336, -0.0698, -0.1597]],
  "orbital_gap_ev": 10.71,
  "charge": 0,
  "total_energy_ha": -285.366446,
  "homo_energy_ev": -9.9,
  "e_above_lowest_ev": 1.310,
  "fmax_ha_per_bohr": 0.0172,
  "smiles": "C#CCC(N)=O"
}



Record 9
{
  "formula": "C4H5NO",
  "method": "ωB97M-V/def2-TZVPD",
  "elements": ["C", "C", "C", "O", "C", "N", "H", "H", "H", "H", "H"],
  "positions_angstrom": [[-1.19712, -0.22003, 0.02480], [0.26029, 0.21198, -0.07159], [1.67828, -1.02147, 0.25476], [1.04477, -0.59508, -0.93356], [0.45296, 1.63531, -0.39697], [0.56088, 2.76310, -0.64479], [-1.70321, -0.02234, -0.92606], [-1.24600, -1.29303, 0.23492], [-1.71557, 0.32479, 0.82153], [0.80866, 0.11693, 0.95432], [1.00121, -1.83593, 0.64889]],
  "forces_ev_per_angstrom": [[0.0304, -0.0106, 0.0163], [-0.2111, 0.0358, 0.0811], [-0.0694, -0.1897, -0.1801], [0.0328, -0.1028, 0.0688], [0.1693, 1.3879, -0.2793], [-0.1715, -1.5958, 0.3500], [0.1469, -0.0127, 0.1660], [0.0464, 0.2119, -0.0430], [0.1346, -0.0918, -0.1627], [-0.1989, 0.0966, 0.0410], [0.0904, 0.2712, -0.0581]],
  "orbital_gap_ev": 9.17,
  "charge": 0,
  "total_energy_ha": -285.222399,
  "homo_energy_ev": -9.3,
  "e_above_lowest_ev": 5.230,
  "fmax_ha_per_bohr": 0.0319
}



Record 10
{
  "formula": "C4H5NO",
  "method": "ωB97M-V/def2-TZVPD",
  "elements": ["C", "C", "O", "C", "C", "N", "H", "H", "H", "H", "H"],
  "positions_angstrom": [[-1.91032, 0.08034, 0.13147], [-0.46652, -0.37579, 0.15766], [-0.09958, -1.49141, 0.53805], [0.55653, 0.55477, -0.25555], [1.73935, -0.08078, -0.10591], [2.80192, -0.60486, 0.03105], [-2.35097, 0.09716, 1.13332], [-1.96489, 1.08792, -0.27592], [-2.54090, -0.56975, -0.48184], [0.50799, 1.59507, -0.59426], [3.72740, -0.29267, -0.27808]],
  "forces_ev_per_angstrom": [[-0.1460, 0.0888, -0.0441], [-0.2098, -0.2078, 0.1124], [-0.7212, 0.2715, -0.1003], [0.1718, -0.2951, 0.0958], [1.1005, 0.4092, -0.2974], [0.0497, 1.3646, -0.2752], [0.2490, -0.1159, -0.0548], [-0.0886, 0.0490, -0.0133], [0.2609, -0.0805, 0.0627], [-0.0518, -0.5818, 0.2907], [-0.6145, -0.9019, 0.2236]],
  "orbital_gap_ev": 9.00,
  "charge": 0,
  "total_energy_ha": -285.339772,
  "homo_energy_ev": -8.7,
  "e_above_lowest_ev": 2.036,
  "fmax_ha_per_bohr": 0.0271,
  "smiles": "CC(=O)C=C=N"
}